Entry i
89
Properties=species:S:1:pos:R:3:mulliken_charge:R:1 method="wB97M-V/def2-TZVPD" homo_ev=-7.9 charge=0 lumo_energy_ev=0.102
Pt 0.79664 -0.77553 -0.36338 2.58
O -1.84866 -4.37613 0.25148 -0.73
S -1.29754 -2.99952 0.19235 0.86
C -2.68267 -2.01043 -0.48704 -0.36
C -3.85371 -2.72965 -0.67815 -0.65
C -4.99741 -2.08920 -1.12723 -0.75
C -4.97885 -0.72437 -1.37372 -1.02
C -3.80244 -0.01526 -1.20287 -0.19
C -2.63000 -0.65343 -0.79603 0.32
P -1.13756 0.34833 -0.54457 1.90
C -0.88457 1.40155 -2.00992 1.13
C 0.24643 2.22049 -1.98534 -0.56
C 0.56431 3.00998 -3.07974 -1.26
C -0.21982 2.96106 -4.22295 -0.84
C -1.31145 2.10546 -4.27321 -0.86
C -1.64444 1.32748 -3.17369 -1.09
C -1.74360 1.47661 0.76422 0.88
C -1.32002 2.80094 0.86116 -0.69
C -1.84314 3.63422 1.83819 -0.84
C -2.79801 3.16026 2.72538 -0.68
C -3.22542 1.84424 2.63656 -0.90
C -2.70264 1.00722 1.66228 -0.47
C -1.45838 -2.39962 1.92638 -0.02
C -2.51770 -2.99811 2.60019 -0.64
C -2.68968 -2.81087 3.95882 -0.85
C -1.75302 -2.07693 4.67353 -1.13
C -0.68729 -1.50011 4.00926 -0.75
C -0.54495 -1.60314 2.62185 1.44
P 0.88246 -0.74168 1.87292 -0.08
C 1.01047 0.93096 2.57674 1.23
C 2.05538 1.67755 2.02007 -0.83
C 2.28061 2.97557 2.45021 -0.90
C 1.47186 3.54063 3.42851 -0.74
C 0.43078 2.80421 3.97100 -0.87
C 0.19699 1.50332 3.54574 -0.56
C 2.26854 -1.66944 2.58194 1.31
C 2.50681 -2.94774 2.08081 -0.47
C 3.52096 -3.72105 2.61459 -0.73
C 4.30832 -3.21950 3.64385 -0.57
C 4.08050 -1.94506 4.13648 -0.72
C 3.06091 -1.16624 3.60617 -0.62
H -3.84585 -3.79023 -0.46286 0.61
H -5.90747 -2.65716 -1.27082 0.42
H -5.87537 -0.21162 -1.69627 0.43
H -3.79294 1.05472 -1.37367 0.66
H 0.92110 2.19897 -1.13648 0.33
H 1.44375 3.63979 -3.04155 0.55
H 0.03067 3.57247 -5.08103 0.39
H -1.90840 2.03664 -5.17394 0.41
H -2.47711 0.64184 -3.24587 0.46
H -0.58798 3.19594 0.17216 0.38
H -1.50312 4.65972 1.90204 0.45
H -3.21208 3.81726 3.47967 0.43
H -3.97536 1.46418 3.31895 0.47
H -3.06978 -0.00884 1.59141 0.27
H -3.18238 -3.64962 2.04715 0.51
H -3.52784 -3.27206 4.46472 0.45
H -1.84185 -1.96900 5.74659 0.45
H 0.06635 -0.96928 4.57706 0.76
H 2.71562 1.25085 1.26852 0.12
H 3.09648 3.53918 2.01663 0.48
H 1.65048 4.55471 3.76344 0.37
H -0.21387 3.24289 4.72232 0.40
H -0.64240 0.96187 3.95741 0.59
H 1.91878 -3.32487 1.25188 0.26
H 3.71224 -4.70781 2.21444 0.44
H 5.11044 -3.82124 4.05143 0.39
H 4.70267 -1.54746 4.92752 0.42
H 2.89732 -0.16582 3.98362 0.36
S 0.27423 -1.65631 -2.54759 -0.84
C 1.02117 -0.84074 -3.87564 0.69
N 1.85692 0.15316 -3.73712 0.52
C 2.54697 0.77770 -4.85363 -0.74
C 1.75195 0.60596 -6.13652 -0.39
C 1.37164 -0.85525 -6.30512 -0.82
N 0.69125 -1.29963 -5.09802 -0.14
H 2.15948 0.40744 -2.75733 -0.39
H 3.54488 0.34043 -4.94271 0.49
H 2.67457 1.83329 -4.61289 0.36
H 2.34385 0.93943 -6.98852 0.40
H 0.84377 1.21096 -6.09178 0.08
H 2.26336 -1.46245 -6.48885 0.29
H 0.69371 -0.98876 -7.14763 0.46
H 0.08494 -2.10076 -5.12549 0.25
O 4.41459 -0.05041 0.34686 -0.70
S 3.69692 -0.45229 -0.84293 1.24
O 2.67815 -1.58860 -0.47791 -0.82
O 2.78188 0.68074 -1.28564 -0.79
O 4.49469 -0.94703 -1.93887 -0.70


Entry ii
89
Properties=species:S:1:pos:R:3:mulliken_charge:R:1 method="wB97M-V/def2-TZVPD" homo_ev=-8.1 charge=0 lumo_energy_ev=-0.043
Pt 0.39915 -0.74298 0.26150 4.18
O -3.47279 2.20522 2.40789 -0.81
S -2.49113 1.60025 1.47821 1.16
C -3.48288 0.84644 0.15274 0.23
C -4.60052 1.54322 -0.27791 -0.72
C -5.43984 0.98744 -1.22722 -0.91
C -5.16474 -0.27643 -1.72774 -0.96
C -4.06157 -0.98219 -1.27413 -0.90
C -3.19960 -0.43081 -0.32512 0.74
P -1.78221 -1.37527 0.34634 0.48
C -2.20603 -1.55634 2.10221 0.55
C -1.18245 -1.80333 3.01662 -0.54
C -1.48236 -1.95467 4.36166 -0.59
C -2.79461 -1.85959 4.79918 -0.68
C -3.81641 -1.61248 3.89244 -0.73
C -3.52524 -1.45985 2.54672 -0.03
C -2.07154 -3.02135 -0.37663 -0.22
C -1.75794 -3.22336 -1.72148 0.36
C -1.98336 -4.45028 -2.31842 -0.74
C -2.50539 -5.49787 -1.56979 -0.65
C -2.80515 -5.31003 -0.23050 -0.78
C -2.59582 -4.07285 0.36611 -0.84
C -1.93520 2.93243 0.39697 0.55
C -2.68758 4.09635 0.42770 -0.95
C -2.39438 5.12805 -0.44712 -0.88
C -1.35133 4.98051 -1.34850 -0.86
C -0.56909 3.83781 -1.32523 -0.64
C -0.82716 2.79265 -0.43656 0.22
P 0.51257 1.53861 -0.19365 0.50
C 1.68337 2.63768 0.68474 0.98
C 1.19037 3.66401 1.48904 -1.17
C 2.05507 4.57155 2.07440 -0.56
C 3.41583 4.48259 1.84715 -0.83
C 3.91423 3.44382 1.07651 -0.49
C 3.05758 2.48502 0.55847 -0.60
C 1.20153 1.42834 -1.90148 0.23
C 2.19431 2.26819 -2.40178 -0.19
C 2.67443 2.10837 -3.69551 -0.93
C 2.16338 1.11486 -4.51551 -0.69
C 1.15660 0.28621 -4.03829 -0.57
C 0.68424 0.44191 -2.74428 -0.54
H -4.81954 2.51330 0.14828 0.51
H -6.30897 1.53452 -1.56800 0.41
H -5.82153 -0.72773 -2.45982 0.46
H -3.88804 -1.98081 -1.64675 0.45
H -0.14796 -1.83571 2.70046 0.09
H -0.67746 -2.12140 5.06477 0.48
H -3.02237 -1.96377 5.85231 0.38
H -4.83930 -1.52227 4.23344 0.43
H -4.32826 -1.25748 1.84839 0.49
H -1.32743 -2.41313 -2.29898 0.35
H -1.73795 -4.59642 -3.36228 0.46
H -2.67045 -6.46271 -2.03161 0.38
H -3.20339 -6.12660 0.35725 0.41
H -2.83302 -3.93240 1.41251 0.42
H -3.48799 4.17140 1.15336 0.62
H -2.97720 6.03955 -0.42594 0.41
H -1.11714 5.77240 -2.04783 0.44
H 0.27865 3.77867 -1.99224 0.40
H 0.12941 3.77426 1.66654 0.41
H 1.65401 5.35702 2.70187 0.44
H 4.08827 5.21660 2.27182 0.38
H 4.98146 3.33631 0.93545 0.44
H 3.45568 1.70847 -0.07689 0.62
H 2.60837 3.05164 -1.78167 0.57
H 3.45189 2.76800 -4.05919 0.45
H 2.53953 0.99221 -5.52305 0.41
H 0.73463 -0.48171 -4.67493 0.48
H -0.09462 -0.21500 -2.37686 0.17
S 0.98068 -2.99973 -0.12175 -0.48
C 2.72263 -2.78320 -0.25116 0.11
N 3.52569 -3.07593 0.73808 -0.08
C 4.95760 -2.78194 0.66948 -0.88
C 5.20036 -1.60121 -0.25799 0.16
C 4.57513 -1.89667 -1.61078 -0.74
N 3.20383 -2.37524 -1.42314 -0.06
H 3.11132 -2.99006 1.67296 0.45
H 5.48794 -3.67185 0.31955 0.34
H 5.27773 -2.55395 1.68355 0.43
H 6.26972 -1.42512 -0.37223 0.53
H 4.74202 -0.71586 0.18053 -0.37
H 5.15265 -2.65022 -2.15294 0.37
H 4.52805 -0.99699 -2.22593 0.35
H 2.50506 -2.13777 -2.10831 0.24
O 1.34646 0.17842 2.84802 -0.53
S 2.62069 -0.28181 2.30763 1.24
O 3.71065 0.66527 2.38928 -0.62
O 2.37218 -0.45012 0.71819 -1.62
O 2.97404 -1.62505 2.78682 -0.94


Verdict on stability: entry i comes out on top.